Record 1
{"formula": "C24H34N2O6", "method": "ωB97M-V/def2-TZVPD", "homo_lumo_gap_ev": 8.762, "total_energy_ha": -1495.8469, "e_homo_ha": -0.2951, "smiles": "CCO[C@@H]1OC(C(=O)N2CCN(Cc3ccc4c(c3)OCO4)CC2)=C[C@H](C)[C@H]1CCCO", "relative_energy_kcal_mol": 48.12, "charge": 0, "elements": ["C", "C", "H", "H", "O", "C", "C", "C", "C", "C", "O", "H", "H", "H", "H", "H", "H", "H", "H", "C", "C", "C", "O", "C", "O", "N", "C", "H", "C", "N", "C", "C", "H", "H", "H", "H", "C", "C", "C", "C", "C", "C", "C", "H", "O", "C", "O", "H", "H", "H", "H", "H", "H", "H", "H", "H", "H", "C", "H", "H", "H", "H", "H", "H", "H", "H"], "xyz": [[-3.3619, -4.0011, -1.2905], [-2.2996, -3.0545, -0.7400], [-1.6002, -3.6080, -0.1070], [-1.7414, -2.5862, -1.5595], [-2.8530, -2.0552, 0.1043], [-3.3365, -0.9157, -0.5539], [-4.4162, -0.2384, 0.3040], [-5.1140, 0.8415, -0.5322], [-6.4400, 1.3049, 0.0678], [-7.1277, 2.3369, -0.8292], [-6.3460, 3.4811, -1.0614], [-6.0705, 3.8489, -0.2140], [-7.3155, 1.9112, -1.8179], [-8.0952, 2.6177, -0.3844], [-7.1104, 0.4522, 0.1923], [-6.2773, 1.7491, 1.0531], [-4.4467, 1.6972, -0.6504], [-5.3139, 0.4456, -1.5310], [-5.1391, -1.0168, 0.5673], [-3.7951, 0.3390, 1.5854], [-2.4836, 0.9833, 1.2582], [-1.8298, 0.7677, 0.1216], [-2.2728, -0.0528, -0.8889], [-0.5615, 1.5084, -0.1924], [-0.5096, 2.7202, -0.0719], [0.4845, 0.7717, -0.6236], [0.6199, -0.6570, -0.4936], [-0.3191, -1.1010, -0.1738], [1.7118, -0.9837, 0.5297], [2.9605, -0.3740, 0.1187], [2.8062, 1.0695, 0.0625], [1.7318, 1.4230, -0.9624], [1.5551, 2.4990, -0.9803], [2.0472, 1.0795, -1.9525], [3.7590, 1.5103, -0.2358], [2.5197, 1.4823, 1.0466], [4.0792, -0.7688, 0.9567], [5.3907, -0.3519, 0.3446], [5.6026, -0.5472, -1.0124], [6.7967, -0.1906, -1.6313], [7.7718, 0.3603, -0.8357], [7.5683, 0.5574, 0.5299], [6.3878, 0.2147, 1.1419], [6.2439, 0.3779, 2.1972], [8.6904, 1.1190, 1.0810], [9.6078, 1.2697, 0.0191], [9.0276, 0.7937, -1.1756], [10.5231, 0.6965, 0.2388], [9.8673, 2.3347, -0.0953], [6.9566, -0.3397, -2.6858], [4.8068, -0.9787, -1.5978], [3.9946, -0.3551, 1.9771], [4.0600, -1.8613, 1.0378], [1.8459, -2.0672, 0.5768], [1.3893, -0.6281, 1.5263], [0.9067, -1.0721, -1.4661], [-2.0522, 1.6526, 1.9845], [-3.6282, -0.7141, 2.6853], [-4.5981, -1.1129, 2.9744], [-3.1612, -0.2670, 3.5602], [-3.0076, -1.5306, 2.3302], [-4.4612, 1.1166, 1.9753], [-3.7651, -1.1970, -1.5286], [-2.8856, -4.7835, -1.8745], [-3.9135, -4.4540, -0.4709], [-4.0638, -3.4687, -1.9280]], "atomic_forces_ev_per_a": [[0.2, 0.3, 0.2], [0.0, -0.2, -0.2], [0.0, 0.1, -0.1], [0.0, 0.0, 0.1], [-0.2, 0.2, 0.1], [-0.6, -0.4, -0.1], [0.3, 0.1, -0.2], [0.0, -0.1, 0.3], [0.2, 0.2, -0.5], [-0.4, -0.4, 0.3], [0.3, 0.4, 0.0], [0.0, 0.0, -0.1], [-0.1, 0.0, 0.1], [0.1, -0.1, -0.1], [-0.1, 0.0, 0.1], [-0.1, 0.0, 0.1], [0.0, 0.0, -0.1], [0.0, 0.0, -0.1], [0.0, 0.0, 0.0], [0.0, -0.3, 0.0], [0.0, -0.1, -0.2], [-0.3, 0.1, 0.2], [0.2, 0.3, 0.0], [-0.1, 0.0, 0.0], [-0.1, 0.1, 0.1], [0.2, -0.1, -0.2], [0.0, -0.4, 0.4], [0.0, 0.0, -0.1], [-0.1, -0.1, -0.2], [0.0, -0.1, 0.2], [-0.1, 0.1, -0.3], [0.2, 0.4, 0.1], [0.1, -0.1, -0.1], [0.0, 0.0, 0.0], [-0.1, 0.1, 0.0], [0.0, 0.0, 0.0], [-0.1, -0.1, 0.0], [0.0, 0.0, -0.1], [-0.1, 0.0, 0.1], [0.4, 0.1, 0.1], [-0.2, 0.0, 0.6], [0.0, -0.1, -0.6], [0.3, 0.1, -0.1], [-0.1, 0.0, 0.2], [-0.4, -0.1, 0.2], [1.2, 0.5, 0.1], [-0.3, -0.2, -0.3], [-0.3, 0.1, 0.0], [-0.1, -0.2, 0.0], [0.0, 0.0, -0.2], [-0.1, 0.0, -0.1], [0.0, -0.1, 0.0], [-0.1, 0.1, 0.1], [0.0, 0.0, 0.0], [0.0, 0.0, 0.0], [-0.1, -0.1, 0.1], [0.2, 0.2, 0.0], [0.0, 0.2, -0.1], [-0.1, -0.1, 0.1], [0.0, 0.0, 0.1], [0.0, 0.0, 0.1], [0.0, 0.0, -0.1], [0.1, 0.0, 0.2], [0.0, -0.1, -0.1], [-0.1, -0.1, 0.1], [-0.1, 0.0, -0.1]]}


Record 2
{"formula": "C24H34N4O5S", "method": "ωB97M-V/def2-TZVPD", "homo_lumo_gap_ev": 9.950, "total_energy_ha": -1928.4667, "e_homo_ha": -0.3471, "smiles": "CCC1=C(C)CN(C(=O)NCCc2ccc(S(=O)(=O)NC(=O)N[C@H]3CC[C@H](C)CC3)cc2)C1=O", "relative_energy_kcal_mol": 2.22, "charge": 0, "elements": ["C", "H", "H", "H", "C", "C", "C", "C", "H", "H", "H", "C", "N", "C", "O", "C", "O", "N", "H", "C", "H", "H", "C", "C", "C", "C", "C", "C", "C", "H", "H", "S", "O", "O", "N", "C", "O", "N", "H", "C", "C", "C", "C", "C", "H", "H", "H", "C", "C", "H", "H", "H", "H", "H", "H", "H", "H", "H", "H", "H", "H", "H", "H", "H", "H", "H", "H", "H"], "xyz": [[-1.9634, -2.1253, -1.6804], [-2.7829, -2.8398, -1.6875], [-2.3657, -1.1240, -1.5501], [-1.3129, -2.3517, -0.8383], [-1.1708, -2.2101, -2.9860], [-0.0779, -1.1942, -2.9934], [-0.1398, 0.1132, -3.3011], [-1.3066, 0.9015, -3.7572], [-1.9645, 0.2950, -4.3752], [-0.9913, 1.7812, -4.3124], [-1.8794, 1.2264, -2.8858], [1.2007, 0.7413, -3.0889], [2.0235, -0.3655, -2.6536], [1.2814, -1.5269, -2.5632], [1.7134, -2.6047, -2.1882], [3.3272, -0.1356, -2.1915], [3.7428, 0.9973, -2.0741], [4.0374, -1.2605, -1.9584], [3.5089, -2.1311, -1.9689], [5.2307, -1.2022, -1.1520], [5.9475, -1.9393, -1.5213], [5.6457, -0.1987, -1.2692], [4.9123, -1.4697, 0.3344], [3.8030, -0.5525, 0.7564], [2.4813, -0.9873, 0.7019], [1.4413, -0.1139, 0.9680], [1.7345, 1.1984, 1.2812], [3.0369, 1.6514, 1.3492], [4.0711, 0.7713, 1.0879], [5.0926, 1.1176, 1.1221], [3.2162, 2.6872, 1.5878], [0.4045, 2.3278, 1.6291], [-0.2753, 1.9045, 2.8241], [0.8669, 3.6760, 1.5470], [-0.6419, 2.0962, 0.3310], [-1.7868, 1.3059, 0.2055], [-2.4170, 1.3067, -0.8332], [-2.0480, 0.5404, 1.2751], [-1.5567, 0.7771, 2.1317], [-3.2938, -0.1933, 1.4132], [-3.0223, -1.5402, 2.0795], [-4.3211, -2.3236, 2.2438], [-5.3382, -1.5363, 3.0707], [-6.6346, -2.3247, 3.2326], [-7.0838, -2.5208, 2.2613], [-6.4451, -3.2778, 3.7210], [-7.3490, -1.7672, 3.8338], [-5.6010, -0.1865, 2.4020], [-4.3078, 0.6053, 2.2348], [-4.5102, 1.5544, 1.7347], [-3.8762, 0.8242, 3.2147], [-6.0516, -0.3537, 1.4211], [-6.3083, 0.3909, 3.0004], [-4.9129, -1.3554, 4.0643], [-4.7440, -2.5320, 1.2585], [-4.1128, -3.2802, 2.7272], [-2.3150, -2.1127, 1.4774], [-2.5705, -1.3648, 3.0587], [-3.6841, -0.3464, 0.4022], [-0.4757, 2.7155, -0.4461], [0.4131, -0.4377, 0.9184], [2.2628, -2.0108, 0.4341], [4.6060, -2.5100, 0.4539], [5.8116, -1.2949, 0.9250], [1.1810, 1.5266, -2.3254], [1.6097, 1.1819, -4.0044], [-0.7255, -3.2023, -3.0805], [-1.8406, -2.0408, -3.8314]], "atomic_forces_ev_per_a": [[0.0, -0.1, -0.2], [-0.1, -0.1, 0.1], [-0.1, 0.1, 0.1], [0.0, 0.0, 0.1], [0.1, 0.1, 0.1], [-0.4, 0.2, -0.2], [0.3, -0.5, 0.1], [-0.1, 0.0, 0.1], [-0.1, 0.0, -0.1], [0.0, 0.1, -0.1], [0.0, 0.1, -0.1], [0.1, 0.2, 0.0], [0.0, 0.2, 0.0], [0.2, 0.1, 0.0], [-0.2, -0.3, 0.0], [-0.1, -0.2, -0.3], [0.1, 0.3, 0.0], [0.1, -0.4, 0.0], [0.0, 0.2, -0.1], [0.2, 0.1, 0.1], [0.0, 0.1, 0.0], [0.1, -0.2, 0.0], [0.0, 0.2, -0.3], [0.0, 0.0, 0.2], [-0.1, 0.1, 0.2], [0.0, -0.2, -0.1], [-0.3, 0.4, 0.1], [0.1, 0.2, 0.1], [-0.2, -0.1, 0.1], [0.1, 0.1, 0.0], [0.1, 0.1, 0.0], [-0.2, -0.1, -0.3], [0.1, -0.1, -0.1], [0.2, -0.1, -0.3], [0.7, 0.5, 0.5], [0.0, -0.5, 0.4], [-0.1, 0.3, -0.2], [-0.2, -0.2, 0.3], [-0.1, -0.1, -0.1], [0.0, -0.1, 0.1], [-0.2, 0.0, -0.4], [0.2, 0.2, 0.4], [-0.3, -0.2, -0.3], [0.3, 0.1, 0.1], [-0.1, 0.0, -0.1], [0.0, -0.1, 0.0], [-0.1, 0.0, 0.1], [0.3, 0.0, 0.4], [-0.1, -0.1, -0.4], [0.1, 0.1, 0.0], [0.0, 0.1, 0.1], [-0.1, 0.0, -0.1], [-0.1, 0.0, 0.0], [0.0, 0.0, 0.0], [-0.1, -0.1, -0.1], [0.0, -0.1, -0.1], [0.1, 0.0, 0.0], [0.1, 0.0, 0.1], [0.0, 0.0, 0.1], [0.0, 0.1, -0.1], [-0.1, -0.2, 0.0], [0.0, -0.1, 0.0], [0.0, 0.0, 0.1], [0.0, -0.1, 0.1], [0.0, 0.0, -0.1], [-0.1, 0.0, 0.1], [-0.1, 0.0, -0.1], [0.0, -0.1, 0.0]]}


Record 3
{"formula": "C24H35BN9PdS", "method": "ωB97M-V/def2-TZVPD", "homo_lumo_gap_ev": [9.534, 5.326], "multiplicity": 5, "total_energy_ha": -1978.3480, "e_homo_ha": [-0.6127, -0.6114], "relative_energy_kcal_mol": 0.00, "charge": 3, "elements": ["Pd", "C", "C", "C", "C", "C", "N", "N", "B", "N", "N", "C", "C", "C", "C", "C", "N", "N", "C", "C", "C", "C", "C", "H", "H", "H", "H", "H", "H", "H", "H", "H", "H", "H", "H", "H", "H", "H", "H", "H", "H", "H", "H", "H", "H", "C", "C", "C", "N", "C", "C", "H", "H", "H", "H", "H", "C", "N", "C", "C", "N", "C", "S", "H", "H", "H", "H", "H", "H", "H", "H"], "xyz": [[-1.2371, -1.3876, 0.3552], [-0.8252, -3.5575, -2.6099], [-0.8539, -2.0748, -2.7594], [-0.5920, -1.3081, -3.8970], [-0.8554, 0.0038, -3.5512], [-0.7635, 1.2334, -4.3872], [-1.2358, 0.0184, -2.2535], [-1.2582, -1.2635, -1.7777], [-1.8853, 1.1284, -1.4369], [-3.2751, 0.5666, -0.8845], [-3.3164, -0.5499, -0.0005], [-4.5511, -0.7824, 0.3248], [-4.9854, -1.8700, 1.2345], [-5.3844, 0.1665, -0.3545], [-4.4783, 1.0067, -1.1197], [-4.8409, 2.1427, -1.9969], [-1.0425, 1.5147, -0.1953], [-0.9945, 0.6458, 0.8517], [-0.4777, 1.2771, 1.9052], [-0.4324, 0.6322, 3.2493], [-0.1687, 2.5896, 1.5252], [-0.5565, 2.7083, 0.1956], [-0.4955, 3.8975, -0.6998], [0.1111, -3.9710, -2.9831], [-1.6297, -4.0014, -3.1971], [-0.9584, -3.8624, -1.5727], [-0.2777, -1.6690, -4.8618], [-0.4141, 0.9717, -5.3827], [-0.0671, 1.9542, -3.9583], [-1.7321, 1.7233, -4.4876], [-2.1181, 2.0859, -2.0989], [-4.1333, -2.4275, 1.6168], [-5.6513, -2.5552, 0.7075], [-5.5462, -1.4562, 2.0738], [-6.4605, 0.2449, -0.3067], [-5.9152, 2.3057, -1.9817], [-4.5314, 1.9418, -3.0239], [-4.3399, 3.0548, -1.6712], [-0.4909, -0.4549, 3.1691], [-1.2725, 0.9767, 3.8536], [0.4784, 0.8887, 3.7865], [0.2272, 3.3734, 2.1496], [-0.0460, 4.7340, -0.1707], [-1.4900, 4.2019, -1.0258], [0.0979, 3.6920, -1.5908], [2.4354, -4.6227, 0.4913], [1.3329, -4.7726, 1.3179], [0.3467, -3.8053, 1.2908], [0.4124, -2.7343, 0.4836], [1.4835, -2.5898, -0.3140], [2.5128, -3.5073, -0.3339], [3.2213, -5.3663, 0.4853], [1.2303, -5.6263, 1.9725], [-0.5277, -3.8905, 1.9245], [1.4837, -1.7246, -0.9658], [3.3528, -3.3581, -0.9977], [4.8349, 2.2552, 0.3384], [4.7687, 1.7230, 1.6902], [5.8354, 2.0165, 2.6693], [5.4023, 1.2295, 3.9241], [4.1217, 0.6514, 3.4881], [3.8473, 0.9511, 2.2267], [2.4192, 0.3734, 1.4107], [5.0540, 3.3205, 0.3914], [3.8859, 2.1018, -0.1652], [5.6319, 1.7575, -0.2139], [5.8784, 3.0925, 2.8353], [6.7944, 1.6890, 2.2701], [5.2552, 1.8704, 4.7902], [6.1026, 0.4384, 4.1840], [3.5499, 0.0380, 4.0447]], "atomic_forces_ev_per_a": [[-0.8, -0.4, -0.2], [0.1, 0.0, 0.0], [-0.1, 0.0, 0.0], [0.0, 0.0, 0.0], [0.0, 0.0, 0.0], [0.0, 0.0, 0.0], [-0.2, -0.1, -0.1], [0.4, 0.2, 0.0], [0.2, 0.0, 0.1], [0.0, 0.1, 0.0], [0.1, 0.0, 0.1], [0.2, -0.2, 0.0], [0.0, 0.0, 0.0], [-0.1, 0.2, -0.1], [-0.1, -0.1, 0.1], [0.0, 0.0, 0.0], [-0.2, 0.0, 0.1], [0.4, 0.0, 0.0], [-0.1, 0.0, 0.0], [0.1, 0.0, 0.0], [0.1, 0.0, 0.0], [0.0, 0.0, 0.0], [0.0, 0.0, 0.0], [0.0, 0.0, 0.0], [0.0, 0.0, 0.0], [0.0, 0.0, 0.0], [0.0, 0.0, 0.0], [0.0, 0.0, 0.0], [0.0, 0.0, 0.0], [0.0, 0.0, 0.0], [0.0, 0.0, 0.0], [0.0, 0.0, 0.0], [0.0, 0.0, 0.0], [0.0, 0.0, 0.0], [0.0, 0.0, 0.0], [0.0, 0.0, 0.0], [0.0, 0.0, 0.0], [0.0, 0.0, 0.0], [0.0, 0.0, 0.0], [0.0, 0.0, 0.0], [0.0, 0.0, 0.0], [0.0, 0.0, 0.0], [0.0, 0.0, 0.0], [0.0, 0.0, 0.0], [0.0, 0.0, 0.0], [0.0, 0.0, 0.0], [0.0, 0.0, 0.0], [0.0, 0.0, 0.0], [0.1, 0.1, 0.2], [-0.1, 0.0, 0.0], [0.0, 0.0, 0.0], [0.0, 0.0, 0.0], [0.0, 0.0, 0.0], [0.0, 0.0, 0.0], [0.0, 0.0, 0.0], [0.0, 0.0, 0.0], [0.0, 0.0, 0.0], [0.0, 0.0, 0.0], [0.0, 0.0, 0.0], [0.0, 0.0, 0.0], [0.0, 0.0, 0.0], [0.0, 0.1, 0.0], [0.1, 0.0, 0.0], [0.0, 0.0, 0.0], [0.0, 0.0, 0.0], [0.0, 0.0, 0.0], [0.0, 0.0, 0.0], [0.0, 0.0, 0.0], [0.0, 0.0, 0.0], [0.0, 0.0, 0.0], [0.0, 0.0, 0.0]]}